No. 1
The molecule C4H4N2O, computed with ωB97M-V with the def2-TZVPD basis set.

Geometry (Å):
1 O -1.279 -0.984 -1.610
2 C -0.849 -0.054 -0.764
3 C 0.225 -0.917 -1.092
4 C 0.158 -0.923 0.363
5 N 0.543 0.310 0.980
6 C -0.125 1.405 0.540
7 N -1.011 1.238 -0.408
8 H 0.934 -0.922 -1.901
9 H 0.124 -1.793 1.028
10 H 1.156 0.351 1.781
11 H 0.096 2.377 0.967

Its SMILES is C1=N[C@@]23O[C@@H]2[C@H]3N1. The energy relative to the best compared isomer or geometry (same formula, charge and spin) is 100.8 kcal per mole. The value obtained for the LUMO energy is 0.76 eV. The HOMO energy is -8.6 eV. As for the energy: -9236.116 eV.


No. 2
The molecule C4H4N2O at a distorted geometry, computed with ωB97M-V with the def2-TZVPD basis set.

Geometry (Å):
1 C 1.765 0.021 0.843
2 C -1.160 1.489 -0.006
3 C -1.570 0.292 0.311
4 C 0.969 0.837 0.246
5 N 0.720 -0.725 0.068
6 N -2.006 -0.752 0.690
7 O 0.192 1.871 0.060
8 H 2.685 -0.128 1.384
9 H -2.005 2.155 -0.230
10 H 1.286 -1.121 -0.714
11 H -2.003 -1.639 0.249

Its SMILES is N=C=COC1=CN1. The energy relative to the best compared isomer or geometry (same formula, charge and spin) is 155.4 kcal per mole. The value obtained for the LUMO energy is 0.88 eV. The HOMO energy is -8.0 eV. As for the energy: -9233.748 eV.


No. 3
The molecule C4H4N2O, computed with ωB97M-V with the def2-TZVPD basis set.

Geometry (Å):
1 N -0.079 -0.713 2.678
2 C 0.585 -0.292 1.683
3 C 0.213 0.040 0.293
4 N 1.117 0.105 -0.635
5 C 0.411 0.313 -1.799
6 C -0.906 0.390 -1.509
7 O -1.052 0.215 -0.161
8 H -1.076 -0.815 2.489
9 H 1.665 -0.181 1.796
10 H 0.909 0.372 -2.758
11 H -1.789 0.565 -2.107

Its SMILES is [H]/N=C\c1ncco1. The energy relative to the best compared isomer or geometry (same formula, charge and spin) is 25.1 kcal per mole. The value obtained for the LUMO energy is 0.30 eV. The HOMO energy is -9.7 eV. As for the energy: -9239.398 eV.


No. 4
The molecule C4H4N2O, computed with ωB97M-V with the def2-TZVPD basis set.

Geometry (Å):
1 O 1.184 1.253 -1.959
2 C 1.547 0.365 -1.226
3 C 0.624 -0.507 -0.503
4 C 0.265 -1.527 0.185
5 N -0.847 -0.687 -0.295
6 C -1.372 0.247 0.643
7 N -0.741 1.304 0.930
8 H 2.615 0.139 -1.048
9 H 0.380 -2.454 0.723
10 H -2.369 -0.033 0.998
11 H -1.287 1.900 1.551

Its SMILES is [H]/N=C/N1C=C1C=O. The energy relative to the best compared isomer or geometry (same formula, charge and spin) is 101.7 kcal per mole. The value obtained for the LUMO energy is -0.25 eV. The HOMO energy is -9.1 eV. As for the energy: -9236.080 eV.


Which value of HOMO energy does entry 1 give? -8.6 eV


Which value of HOMO energy does entry 1 give? -8.6 eV


Number 1 is which compound? C4H4N2O


What did the fourth record say?
The molecule C4H4N2O, computed with ωB97M-V with the def2-TZVPD basis set.

Geometry (Å):
1 O 1.184 1.253 -1.959
2 C 1.547 0.365 -1.226
3 C 0.624 -0.507 -0.503
4 C 0.265 -1.527 0.185
5 N -0.847 -0.687 -0.295
6 C -1.372 0.247 0.643
7 N -0.741 1.304 0.930
8 H 2.615 0.139 -1.048
9 H 0.380 -2.454 0.723
10 H -2.369 -0.033 0.998
11 H -1.287 1.900 1.551

Its SMILES is [H]/N=C/N1C=C1C=O. The energy relative to the best compared isomer or geometry (same formula, charge and spin) is 101.7 kcal per mole. The value obtained for the LUMO energy is -0.25 eV. The HOMO energy is -9.1 eV. As for the energy: -9236.080 eV.